DFT (wB97M-V/def2-TZVPD) results for C36H62BeCl2FKN7O8P2S as an isolated structure in a non-equilibrium geometry.

Output
* HOMO-LUMO gap: 1.0494 eV
* multiplicity: 1
* LUMO: -7.87 eV
* charge: +1
* total energy: -5108.97610 hartree
* F_max: 0.10317 hartree/bohr

```
121
Properties=species:S:1:pos:R:3:forces:R:3
C -2.9076 6.4318 6.6717 0.986 0.433 -0.415
C -1.3575 6.5658 6.2927 -0.696 -0.014 -0.200
C -0.8662 5.3088 5.4341 0.020 1.247 0.560
C -0.1808 5.8131 4.0810 -0.529 -1.378 0.463
C 0.6955 4.6364 3.3313 -0.176 1.220 -0.404
C 0.0001 4.1591 1.9867 0.629 0.151 0.791
C 0.8691 2.9850 1.3409 -0.220 0.245 -0.427
C 1.2961 3.2870 -0.1646 -1.619 -0.150 0.452
C 0.2013 2.5909 -1.1148 1.112 0.513 -0.313
C 0.3662 1.0440 -1.2129 2.446 -1.106 -0.006
C 1.7848 0.5265 -1.3281 -1.175 -3.516 -0.156
C 1.9633 -0.9396 -1.4307 -3.795 3.624 0.165
O 3.2280 -1.5351 -1.5388 -0.443 0.074 -2.482
C 3.4754 -2.0171 -2.8002 -0.766 -0.379 2.614
N 3.6284 -2.7164 -3.7026 0.156 0.641 -0.277
C 0.6690 -1.7573 -1.4203 1.406 -0.159 1.185
P 0.8429 -3.6075 -1.5732 -0.694 -0.783 -0.439
C 2.0034 -4.3178 -0.2811 1.054 0.684 0.787
C 2.3336 -3.3030 0.9154 0.493 -0.859 0.061
C -0.7933 -4.4874 -1.4365 -0.872 -0.381 -0.792
C -1.9349 -3.8786 -2.3398 0.022 1.323 0.446
N -0.5704 -1.2153 -1.3144 3.070 -0.604 -0.309
N -0.6325 0.1068 -1.2389 0.090 1.468 -0.477
P -2.3146 0.7931 -1.1542 -1.918 1.424 1.791
O -3.1641 -0.3571 -0.2833 1.212 0.862 -1.597
Cl -2.9863 0.9227 -3.1274 0.640 -1.393 0.736
H -3.4422 6.1085 5.7312 0.369 0.199 1.160
H -3.3030 7.4447 6.9587 0.264 -1.094 -0.065
H -3.0407 5.6960 7.5080 -0.078 0.660 -0.909
H -0.7211 6.6683 7.2169 -0.693 -0.058 -0.825
H -1.2585 7.5381 5.7158 0.025 -1.057 0.473
H -0.1521 4.7135 6.0717 -0.821 0.508 -0.943
H -1.7705 4.6722 5.2225 1.248 0.480 0.059
H 0.4992 6.6851 4.3624 -4.540 -1.056 -0.505
H -1.0218 6.1616 3.4201 1.051 -0.071 0.454
H 1.7445 5.0559 3.1081 -1.790 -1.618 -1.082
H 0.8582 3.7138 4.0513 -0.382 1.536 -1.125
H -0.1095 5.0522 1.3032 0.214 -0.916 0.462
H -1.0545 3.8287 2.2284 1.267 0.176 -0.148
H 0.2018 2.0706 1.3688 1.118 0.709 0.098
H 1.8120 2.7956 1.9190 -1.117 0.049 -0.211
H 1.1448 4.3988 -0.3183 0.499 -1.262 -0.127
H 2.3455 2.9918 -0.4171 -0.962 0.329 0.293
H -0.7894 2.9446 -0.7365 0.757 -0.593 -0.652
H 0.4186 2.9988 -2.1528 -0.685 -0.593 0.948
H 2.6777 1.1910 -1.3518 -1.043 -0.521 0.107
H 1.6117 -5.2888 0.1428 -0.149 1.149 -0.767
H 2.9783 -4.5868 -0.7917 -1.148 0.320 0.440
H 2.4641 -3.9376 1.8425 -0.263 0.965 -0.884
H 1.5297 -2.5388 1.0743 0.707 -0.766 0.019
H 3.3258 -2.7931 0.7453 -1.189 -0.440 0.144
H -0.6115 -5.5448 -1.8048 0.244 1.212 0.590
H -1.1597 -4.5926 -0.3637 0.360 0.084 -0.836
H -2.4365 -3.0516 -1.7529 0.492 -0.992 -0.655
H -2.7302 -4.6156 -2.6239 1.093 0.471 0.277
H -1.5122 -3.3716 -3.2609 -0.485 -0.832 0.754
H -3.8026 0.1413 0.2710 0.326 -0.223 -0.314
Cl -0.0180 2.4701 4.9952 -0.240 -1.697 0.584
N 4.2122 0.4705 2.2193 0.274 -0.135 -0.061
C 4.7162 -0.4126 1.3492 -0.121 0.306 0.316
C 5.8426 -1.1805 1.5915 -0.034 -0.032 -0.112
C 6.4916 -1.0249 2.8060 0.148 -0.056 0.115
C 5.9912 -0.1155 3.7248 -0.010 -0.061 -0.133
C 4.8544 0.6020 3.3852 -0.277 0.117 -0.194
H 4.1765 -0.4969 0.4124 0.086 -0.039 -0.008
H 6.2043 -1.8827 0.8501 0.053 -0.011 0.055
H 7.3771 -1.6066 3.0335 -0.048 -0.002 -0.054
H 6.4713 0.0332 4.6831 -0.047 0.004 -0.022
H 4.4230 1.3222 4.0724 0.025 -0.056 0.041
K 2.2080 6.5459 4.2652 4.971 1.424 1.189
C -0.2169 -4.7860 -7.5833 0.056 0.095 -0.093
S -0.0146 -5.3083 -5.8709 -0.312 -0.196 -0.256
O -1.3459 -5.2542 -5.2278 0.438 0.095 -0.060
C 0.9033 -3.8397 -5.3343 -0.794 0.244 0.197
H -0.8018 -5.5420 -8.1056 0.043 -0.040 0.138
H -0.7415 -3.8303 -7.6198 -0.012 -0.043 0.105
H 0.7637 -4.6963 -8.0551 0.004 -0.059 0.025
H 0.3124 -2.9368 -5.5127 0.115 0.074 -0.108
H 1.8569 -3.7873 -5.8945 -0.459 0.841 -0.390
H 1.1128 -3.9300 -4.2647 0.030 -0.014 0.033
F -1.5999 -6.5642 -0.4245 0.073 -0.039 0.094
Be 2.8775 -4.9919 -5.4720 0.888 -0.935 0.443
C -5.3588 5.6948 -2.0936 -0.106 0.096 -0.019
C -5.3356 6.5958 -3.0757 -0.017 -0.015 0.237
C -4.5157 6.3871 -4.2907 -0.024 0.222 -0.171
O -4.4916 7.2076 -5.1840 0.006 -0.112 0.093
C -3.7241 5.1390 -4.3728 0.104 -0.223 0.041
C -3.7485 4.2414 -3.3907 0.076 0.138 -0.145
C -4.5678 4.4500 -2.1774 -0.061 -0.037 0.168
O -4.5873 3.6242 -1.2812 0.111 -0.014 -0.087
H -5.9511 5.8312 -1.1978 0.024 -0.026 0.004
H -5.9085 7.5135 -3.0309 0.023 -0.004 -0.033
H -3.1299 5.0022 -5.2676 -0.017 0.061 -0.013
H -3.1769 3.3250 -3.4264 -0.033 0.183 -0.021
C -3.6076 -5.7005 1.7314 0.178 -0.161 0.258
C -3.6601 -4.1812 1.8612 -0.241 -0.418 -0.155
C -4.9976 -3.6565 2.4186 0.116 0.332 -0.042
O -6.0655 -3.6592 1.4819 0.112 -0.093 0.317
C -6.7084 -4.9139 1.3219 -0.111 0.121 -0.316
N -3.3469 -3.5783 0.5589 -0.128 0.380 0.296
H -4.1672 -6.0677 0.8712 0.066 0.070 -0.001
H -2.5769 -6.0345 1.6001 -0.140 0.030 -0.178
H -4.0022 -6.1841 2.6296 -0.058 0.077 -0.013
H -2.8760 -3.8910 2.5695 -0.090 0.132 -0.004
H -4.8573 -2.6068 2.6984 -0.069 0.013 -0.081
H -5.2852 -4.1853 3.3351 0.022 -0.147 -0.070
H -6.7438 -5.4795 2.2567 0.097 -0.002 -0.012
H -6.2117 -5.4967 0.5438 -0.019 -0.187 0.131
H -7.7315 -4.7280 0.9909 0.047 0.095 0.064
H -3.2868 -2.5685 0.6728 0.101 -0.051 -0.024
H -4.1639 -3.7049 -0.0380 0.153 -0.158 -0.026
O -2.8802 8.4101 -2.4914 0.122 -0.321 0.341
H -3.4504 8.4881 -3.2613 -0.138 0.230 -0.376
C 9.1047 -3.0020 -0.6321 0.058 -0.093 0.207
O 8.5547 -3.5582 0.3043 -0.129 0.122 -0.056
N 10.3428 -2.4491 -0.5310 0.317 0.138 0.219
N 8.5258 -2.8874 -1.8608 -0.418 0.029 -0.321
H 10.8125 -1.9881 -1.2880 -0.029 -0.050 0.024
H 10.8023 -2.5144 0.3608 -0.033 -0.015 -0.111
H 7.6104 -3.2854 -1.9746 0.146 -0.021 -0.007
H 8.9609 -2.4349 -2.6432 0.019 -0.048 0.052
```
Positions in Å, forces in eV/Å.